No. 1
Below is a structure of composition C48H84AlBClN12O4, with properties calculated with ωB97M-V/def2-TZVPD.

Each line ends with the Löwdin charge.
Positions of all 151 atoms, in Å:
Al1 0.75 -0.40 0.00  1.097
Cl1 3.99 2.56 1.42  0.625
O1 3.77 3.26 0.17  -0.343
O2 2.86 1.62 1.62  -0.394
O3 5.21 1.86 1.39  -0.322
O4 4.01 3.52 2.49  -0.304
B1 -2.22 0.67 0.29  -0.488
H1 -2.09 1.28 1.17  -0.029
H2 -3.28 0.61 0.06  -0.014
H3 -1.74 1.18 -0.53  -0.086
H4 -1.87 -0.35 0.34  -0.053
C1 -1.13 -1.44 -6.29  -0.106
C2 -2.10 -0.28 -5.96  -0.230
C3 -1.26 0.85 -5.40  -0.155
C4 -0.87 0.65 -3.91  -0.162
N1 -0.53 0.50 -2.83  0.191
H5 -0.39 -1.57 -5.49  0.053
H6 -0.50 -1.27 -7.17  0.072
H7 -1.59 -2.41 -6.42  0.068
H8 -2.92 -0.65 -5.35  0.094
H9 -2.60 -0.01 -6.89  0.113
H10 -1.81 1.79 -5.34  0.089
H11 -0.44 1.14 -6.04  0.111
C5 2.77 0.40 -5.67  -0.089
C6 3.01 -1.07 -6.07  -0.241
C7 3.30 -1.93 -4.87  -0.191
C8 2.35 -1.91 -3.74  -0.184
N2 1.59 -1.87 -2.84  0.155
H12 2.73 1.07 -6.53  0.075
H13 3.45 0.77 -4.91  0.058
H14 1.75 0.42 -5.27  0.045
H15 3.89 -1.26 -6.69  0.113
H16 2.15 -1.46 -6.61  0.100
H17 4.29 -1.64 -4.51  0.120
H18 3.25 -2.98 -5.15  0.123
C9 -0.91 2.36 6.96  -0.070
C10 -1.72 2.51 5.62  -0.234
C11 -2.13 1.28 4.84  -0.196
C12 -1.06 0.82 3.94  -0.171
N3 -0.13 0.51 3.28  0.191
H19 -1.53 2.05 7.80  0.069
H20 -0.39 3.27 7.27  0.072
H21 -0.14 1.61 6.76  0.054
H22 -1.06 3.12 5.00  0.084
H23 -2.67 3.04 5.76  0.109
H24 -2.99 1.55 4.24  0.107
H25 -2.43 0.50 5.54  0.115
C13 -1.27 -4.37 5.83  -0.087
C14 -2.49 -4.35 4.87  -0.264
C15 -2.65 -3.05 4.15  -0.198
C16 -1.58 -2.74 3.16  -0.166
N4 -0.71 -2.45 2.43  0.178
H26 -0.42 -4.01 5.25  0.062
H27 -1.00 -5.40 6.04  0.071
H28 -1.37 -3.85 6.78  0.079
H29 -3.33 -4.47 5.56  0.110
H30 -2.60 -5.18 4.17  0.106
H31 -2.48 -2.30 4.93  0.108
H32 -3.70 -2.98 3.88  0.110
C17 -4.21 -1.37 -2.38  -0.103
C18 -4.27 -2.88 -2.81  -0.189
C19 -2.86 -3.48 -3.12  -0.152
C20 -1.85 -2.98 -2.20  -0.191
N5 -1.09 -2.55 -1.40  0.173
H33 -5.22 -0.99 -2.21  0.057
H34 -3.79 -0.71 -3.14  0.049
H35 -3.62 -1.21 -1.47  0.053
H36 -4.95 -2.99 -3.65  0.105
H37 -4.71 -3.35 -1.93  0.105
H38 -2.66 -3.35 -4.19  0.109
H39 -2.78 -4.53 -2.84  0.115
C21 2.69 1.25 5.56  -0.100
C22 2.97 -0.18 6.03  -0.250
C23 3.58 -1.03 4.92  -0.177
C24 2.79 -1.24 3.69  -0.189
N6 2.22 -1.32 2.72  0.162
H40 2.45 1.92 6.38  0.067
H41 1.97 1.41 4.77  0.049
H42 3.66 1.57 5.17  0.075
H43 2.05 -0.64 6.37  0.100
H44 3.64 -0.20 6.90  0.112
H45 3.75 -2.02 5.35  0.115
H46 4.56 -0.64 4.66  0.126
C25 0.58 4.82 3.25  -0.092
C26 -0.68 5.17 2.40  -0.214
C27 -0.37 5.16 0.87  -0.183
C28 0.00 3.85 0.42  -0.155
N7 0.28 2.76 -0.01  0.196
H47 0.50 5.06 4.31  0.068
H48 1.48 5.35 2.95  0.078
H49 0.81 3.75 3.16  0.057
H50 -0.91 6.22 2.59  0.101
H51 -1.59 4.63 2.63  0.103
H52 0.37 5.92 0.61  0.128
H53 -1.22 5.52 0.30  0.119
C29 -1.38 -5.74 0.74  -0.121
C30 -0.18 -6.05 1.60  -0.246
C31 1.11 -5.83 0.81  -0.173
C32 1.39 -4.46 0.50  -0.209
N8 1.58 -3.36 0.18  0.162
H54 -2.26 -5.76 1.38  0.070
H55 -1.55 -6.25 -0.21  0.077
H56 -1.29 -4.69 0.47  0.039
H57 -0.27 -7.07 2.00  0.112
H58 -0.36 -5.39 2.45  0.088
H59 1.01 -6.35 -0.14  0.132
H60 2.00 -6.13 1.37  0.128
C33 7.93 -1.15 -1.38  -0.117
C34 7.24 0.13 -1.00  -0.266
C35 5.87 0.35 -1.67  -0.164
C36 4.75 -0.40 -1.04  -0.215
N9 3.90 -1.04 -0.58  0.157
H61 7.91 -1.35 -2.45  0.075
H62 7.47 -1.96 -0.82  0.075
H63 8.98 -1.07 -1.09  0.076
H64 7.97 0.86 -1.33  0.110
H65 7.14 0.29 0.07  0.110
H66 5.89 0.09 -2.73  0.107
H67 5.65 1.41 -1.50  0.107
C37 3.88 3.75 -4.78  -0.104
C38 2.91 4.38 -3.83  -0.253
C39 1.76 3.47 -3.45  -0.173
C40 2.09 2.23 -2.76  -0.222
N10 2.37 1.26 -2.19  0.194
H68 4.33 2.90 -4.26  0.063
H69 4.69 4.45 -4.98  0.082
H70 3.43 3.38 -5.69  0.070
H71 2.59 5.35 -4.20  0.115
H72 3.44 4.71 -2.93  0.118
H73 1.14 3.18 -4.31  0.115
H74 1.11 4.02 -2.77  0.111
N11 -4.57 -0.42 1.92  0.062
C41 -5.76 -0.45 1.27  -0.099
C42 -6.82 -0.57 2.19  -0.074
C43 -6.23 -0.74 3.45  -0.085
C44 -4.89 -0.53 3.25  -0.145
H75 -3.68 -0.28 1.46  0.064
H76 -5.80 -0.31 0.20  0.098
H77 -7.88 -0.58 1.98  0.097
H78 -6.74 -0.93 4.38  0.104
H79 -4.16 -0.45 4.05  0.087
N12 -3.41 2.22 -2.08  0.067
C45 -2.77 3.23 -2.88  -0.072
C46 -3.61 3.45 -3.96  -0.138
C47 -4.78 2.73 -3.81  -0.098
C48 -4.63 1.95 -2.69  -0.108
H80 -3.05 1.82 -1.23  0.042
H81 -1.81 3.69 -2.69  0.098
H82 -3.34 4.15 -4.75  0.100
H83 -5.60 2.88 -4.50  0.104
H84 -5.26 1.19 -2.25  0.095

As for the charge: +1. For the HOMO energy, the calculation gives -0.3687 hartree. The calculation puts the HOMO-LUMO gap at 2.2463 eV.

No. 2
Below is a structure of composition C48H84N12, with properties calculated with ωB97M-V/def2-TZVPD.

Each line ends with the Löwdin charge.
Positions of all 144 atoms, in Å:
C1 27.32 27.92 9.59  -0.051
C2 28.82 28.14 9.89  -0.304
C3 29.29 29.57 9.59  -0.149
C4 28.46 30.65 10.10  -0.227
N1 27.80 31.50 10.51  0.162
H1 27.00 26.93 9.91  0.059
H2 27.21 28.10 8.52  0.077
H3 26.74 28.63 10.17  0.076
H4 29.45 27.45 9.33  -0.253
H5 29.00 27.94 10.95  0.140
H6 29.30 29.73 8.51  0.124
H7 30.31 29.70 9.98  0.123
C5 25.61 22.78 9.72  -0.112
C6 24.66 21.73 9.15  -0.225
C7 25.11 21.04 7.86  -0.152
C8 25.51 22.06 6.85  -0.225
N2 25.84 22.83 6.07  0.175
H8 26.64 22.42 9.86  0.090
H9 25.27 23.12 10.70  0.039
H10 25.66 23.63 9.04  0.031
H11 23.69 22.20 8.98  0.103
H12 24.52 20.98 9.93  0.115
H13 24.27 20.51 7.42  0.119
H14 25.99 20.42 7.99  0.123
C9 20.42 34.06 11.48  -0.098
C10 19.20 33.20 11.11  -0.242
C11 19.51 32.22 9.97  -0.191
C12 20.37 31.07 10.27  -0.189
N3 20.96 30.11 10.46  0.209
H15 21.06 34.29 10.63  0.069
H16 21.01 33.48 12.19  0.062
H17 20.12 34.98 11.98  0.072
H18 18.43 33.89 10.77  0.107
H19 18.80 32.65 11.97  0.097
H20 19.80 32.82 9.10  0.123
H21 18.59 31.72 9.66  0.105
C13 24.97 33.43 10.39  -0.112
C14 23.79 32.45 10.34  -0.253
C15 24.22 31.01 10.07  -0.193
C16 24.95 30.80 8.82  -0.234
N4 25.55 30.63 7.86  0.171
H22 25.53 33.43 9.46  0.068
H23 25.59 33.19 11.25  0.064
H24 24.68 34.48 10.49  0.067
H25 23.06 32.80 9.61  0.100
H26 23.33 32.48 11.33  0.097
H27 23.38 30.32 10.10  0.055
H28 24.91 30.72 10.87  0.106
C17 30.22 23.79 7.36  -0.092
C18 28.94 23.88 8.23  -0.250
C19 28.47 25.31 8.39  -0.168
C20 29.40 26.22 9.07  -0.117
N5 30.12 26.93 9.61  0.271
H29 30.59 22.76 7.34  0.070
H30 30.94 24.38 7.92  0.067
H31 30.11 24.20 6.36  0.060
H32 29.18 23.43 9.20  0.110
H33 28.12 23.30 7.80  0.079
H34 27.48 25.38 8.84  0.068
H35 28.35 25.72 7.39  0.105
C21 28.13 25.60 4.30  -0.107
C22 26.87 26.33 3.83  -0.248
C23 26.30 27.36 4.80  -0.162
C24 26.01 26.75 6.11  -0.180
N6 25.78 26.32 7.14  0.238
H36 28.49 25.06 3.42  0.077
H37 27.94 24.86 5.08  0.049
H38 28.92 26.28 4.63  0.078
H39 26.10 25.58 3.65  0.111
H40 27.04 26.86 2.89  0.109
H41 25.35 27.78 4.46  0.117
H42 26.96 28.22 4.95  0.127
C25 24.29 23.22 13.18  -0.085
C26 24.62 24.69 13.35  -0.246
C27 24.02 25.35 14.62  -0.191
C28 24.51 24.74 15.85  -0.232
N7 24.88 24.27 16.82  0.143
H43 24.57 22.64 14.06  0.079
H44 24.85 22.82 12.34  0.040
H45 23.21 23.10 13.08  0.075
H46 24.29 25.29 12.51  0.065
H47 25.70 24.82 13.44  0.117
H48 22.93 25.21 14.57  0.084
H49 24.28 26.41 14.58  0.095
C29 23.34 28.49 7.01  -0.113
C30 22.13 29.41 7.07  -0.237
C31 20.80 28.65 7.14  -0.178
C32 19.67 29.57 7.20  -0.222
N8 18.82 30.31 7.39  0.157
H50 23.23 27.63 6.35  0.059
H51 23.45 28.08 8.02  0.043
H52 24.25 29.06 6.79  0.038
H53 22.16 30.15 6.27  0.118
H54 22.26 30.02 7.97  0.080
H55 20.70 28.02 8.02  0.108
H56 20.69 28.04 6.24  0.119
C33 24.46 25.49 9.69  -0.148
C34 24.40 26.94 10.22  -0.226
C35 22.99 27.43 10.49  -0.205
C36 22.20 26.74 11.49  -0.223
N9 21.60 26.18 12.30  0.211
H57 24.11 25.49 8.66  -0.009
H58 23.83 24.76 10.20  0.085
H59 25.47 25.08 9.68  0.036
H60 24.81 27.52 9.39  0.067
H61 25.04 27.12 11.08  0.097
H62 22.41 27.67 9.59  0.079
H63 23.12 28.45 10.89  0.065
C37 18.38 25.10 17.08  -0.112
C38 18.26 25.16 15.56  -0.251
C39 19.63 25.10 14.88  -0.208
C40 20.25 23.76 14.92  -0.235
N10 20.74 22.73 14.96  0.147
H64 18.63 24.08 17.37  0.076
H65 17.42 25.34 17.55  0.070
H66 19.11 25.78 17.51  0.073
H67 17.81 26.11 15.26  0.102
H68 17.63 24.33 15.24  0.112
H69 20.35 25.76 15.37  0.099
H70 19.52 25.39 13.84  0.094
C41 20.56 30.45 13.84  -0.106
C42 20.69 28.93 13.86  -0.241
C43 21.99 28.53 14.56  -0.195
C44 23.22 28.83 13.85  -0.230
N11 24.15 29.07 13.22  0.183
H71 19.62 30.87 13.46  0.061
H72 21.32 30.85 13.17  0.054
H73 20.70 30.76 14.87  0.077
H74 20.71 28.64 12.81  0.070
H75 19.87 28.45 14.40  0.104
H76 22.10 27.44 14.69  0.076
H77 22.11 28.91 15.58  0.127
C45 21.36 24.24 5.42  -0.096
C46 22.57 23.78 6.22  -0.258
C47 23.06 24.72 7.31  -0.219
C48 22.01 24.95 8.31  -0.223
N12 21.21 25.13 9.11  0.204
H78 21.53 25.20 4.93  0.072
H79 20.55 24.39 6.15  0.071
H80 21.03 23.51 4.68  0.074
H81 23.39 23.60 5.52  0.088
H82 22.33 22.82 6.68  0.111
H83 23.28 25.70 6.90  0.085
H84 23.94 24.29 7.79  0.067

As for the charge: 0. Its energy above the lowest of the compared OMol25 structures with the same formula, charge and spin is 275.9 kcal per mole. For the HOMO energy, the calculation gives -0.2278 hartree. The calculation puts the HOMO-LUMO gap at 6.5585 eV.

Among the records above, which one has the highest charge? C48H84AlBClN12O4

Among the records above, which one has the lowest HOMO energy? C48H84AlBClN12O4